Density functional theory data (the ωB97M-V functional and the def2-TZVPD basis) for one molecule with the formula C6H9N.

The geometry in XYZ format:
```
16
Properties=species:S:1:pos:R:3:forces:R:3
C 2.640048 0.923002 1.659198 0.0 0.0 0.0
C 1.661380 0.105727 0.938812 -0.4 -0.3 -0.2
C 0.852275 -0.557078 0.338425 0.4 0.3 0.2
C -0.135769 -1.299029 -0.455407 0.0 0.0 -0.1
C -1.505182 -0.631311 -0.488752 0.0 -0.1 0.2
C -1.667092 0.772582 -0.917129 0.1 0.3 0.1
N -2.032833 -0.321270 -1.815468 -0.2 -0.1 -0.1
H 2.163424 1.481877 2.470151 0.0 -0.1 -0.1
H 3.114076 1.644482 0.986794 -0.1 -0.1 0.1
H 3.428570 0.304494 2.097673 -0.1 0.0 -0.1
H -0.234722 -2.322852 -0.074213 0.0 0.2 -0.1
H 0.217113 -1.379063 -1.490174 0.0 0.0 0.1
H -2.210852 -0.987015 0.260953 0.1 0.1 -0.1
H -0.789870 1.344898 -1.211253 -0.1 -0.1 0.0
H -2.459213 1.357476 -0.453008 0.1 -0.1 -0.1
H -3.041358 -0.436913 -1.846596 0.1 0.0 0.0
```
Positions in Å, forces in eV/Å.

Energy above the lowest of the compared OMol25 structures with the same formula, charge and spin: 2.873 eV
Largest force on an atom: 0.53 eV Å⁻¹
DFT total energy: -288.67645 Ha
Lowest unoccupied orbital energy: 0.0391 Eh
Structure (SMILES): CC#CC[C@H]1CN1

=====

Density functional theory data (the ωB97M-V functional and the def2-TZVPD basis) for C20H16Cl2O6PdS as an isolated structure.

The geometry in XYZ format:
```
46
Properties=species:S:1:pos:R:3:forces:R:3
Pd -3.358433 0.781124 0.735791 -0.5 -0.2 -0.6
O -5.536307 -3.991633 4.253624 0.0 -0.1 0.1
C -5.011795 -3.186953 3.620921 0.0 0.0 0.0
C -4.789009 -3.151303 1.962942 0.1 0.2 -0.2
O -5.000801 -4.082219 1.293908 0.0 -0.1 0.0
C -4.296695 -1.771884 1.681688 0.0 0.0 0.1
C -4.092142 -0.986124 2.866280 0.0 -0.1 0.0
O -3.715358 0.194467 2.814515 0.1 0.1 0.1
C -4.361806 -1.730238 4.127803 0.1 0.2 -0.1
O -4.186143 -1.493765 5.255998 -0.1 -0.1 0.1
O -4.083920 -1.313933 0.550756 0.0 -0.1 -0.1
Cl -5.561779 1.841222 0.041453 -0.1 0.3 0.0
C -4.744377 3.417554 -0.235238 0.0 -0.1 0.1
Cl -2.998764 3.228926 0.133923 -0.2 0.3 0.0
H -5.166800 4.152283 0.439091 0.0 0.0 0.0
H -4.852155 3.678069 -1.280946 0.0 0.0 0.0
O -1.389053 0.319907 0.738522 1.0 -0.2 0.5
S -0.176409 0.087109 -0.221328 -0.6 0.0 -0.4
C 0.876197 1.524512 0.038015 0.1 0.1 0.0
C 1.802320 1.749066 -1.134532 -0.1 0.0 0.2
C 3.170644 1.814917 -0.926608 0.2 0.0 0.0
C 4.026068 2.047832 -1.995192 0.0 0.0 0.1
C 3.514251 2.209356 -3.272148 0.0 0.0 -0.1
C 2.143297 2.152147 -3.482812 -0.1 0.0 0.0
C 1.289616 1.928814 -2.413563 -0.1 0.0 -0.1
C 0.699751 -1.223114 0.631436 0.1 -0.1 0.1
C 2.054935 -1.467925 0.020469 -0.2 0.0 0.1
C 3.183966 -1.353300 0.816930 0.2 0.1 0.1
C 4.441641 -1.600582 0.280361 -0.1 0.1 0.1
C 4.566454 -1.945660 -1.055023 0.0 0.0 -0.1
C 3.436285 -2.060649 -1.854596 0.0 0.0 0.0
C 2.180081 -1.834646 -1.315279 0.0 0.0 -0.1
H 1.401864 1.401363 0.985434 0.0 0.0 0.0
H 0.150177 2.334979 0.137737 0.0 0.0 0.0
H 3.574681 1.687913 0.069586 0.0 0.0 0.0
H 5.093316 2.102004 -1.825808 0.0 0.0 0.0
H 4.181766 2.389695 -4.104272 0.0 0.0 0.0
H 1.740309 2.289788 -4.477288 0.0 0.0 0.0
H 0.218077 1.886619 -2.584764 0.0 0.0 0.0
H 0.039314 -2.087967 0.545052 0.0 0.0 0.0
H 0.751584 -0.913652 1.676723 0.1 0.0 0.0
H 3.086523 -1.082871 1.862688 0.0 0.0 0.0
H 5.319702 -1.523771 0.907712 0.0 0.0 0.0
H 5.545382 -2.138758 -1.473471 0.0 0.0 0.0
H 3.533525 -2.338144 -2.895620 0.0 0.0 0.0
H 1.300030 -1.940585 -1.940889 0.0 0.0 0.0
```
Positions in Å, forces in eV/Å.

Energy above the lowest of the compared OMol25 structures with the same formula, charge and spin: 0.241 eV
Largest force on an atom: 1.20 eV Å⁻¹
DFT total energy: -2668.83824 Ha
2S+1: 5
Lowest unoccupied orbital energy (alpha / beta): -0.3030 / -0.3856 Eh
Total charge: +2

=====

Density functional theory data (the ωB97M-V functional and the def2-TZVPD basis) for a 12-piece molecular cluster, CH22F3O14S overall.

The geometry in XYZ format:
```
41
Properties=species:S:1:pos:R:3:forces:R:3
C 4.140374 17.630385 -15.281932 1.0 0.4 0.0
F 3.031789 18.339327 -15.059188 -0.4 -0.2 -0.2
F 3.901524 16.579440 -16.046294 -0.4 0.1 0.0
F 4.991442 18.443087 -15.938015 0.0 -0.1 -0.1
S 4.862420 17.164109 -13.669000 -0.7 -0.3 1.4
O 5.971169 16.287692 -13.958160 0.0 0.2 -0.2
O 5.199927 18.434684 -13.034716 0.0 0.2 -0.7
O 3.720828 16.545293 -13.012075 0.2 -0.1 -0.4
O 7.242836 20.043204 -16.547744 0.1 0.2 0.0
H 7.927771 20.718812 -16.558952 0.0 0.0 0.0
H 6.654405 20.298461 -15.831849 0.0 -0.2 0.1
O 2.984640 20.491426 -12.727773 0.1 0.1 -0.2
H 3.567145 19.755140 -12.979784 0.0 -0.1 0.2
H 3.592509 21.206733 -12.518299 0.0 0.0 0.1
O 7.498474 16.625676 -11.411558 0.2 0.0 0.0
H 7.205249 16.392518 -12.302631 0.0 0.0 0.1
H 7.506491 17.592340 -11.410976 0.0 0.0 -0.1
O 1.373170 20.846182 -15.262545 -0.1 0.3 -0.1
H 2.110038 20.316471 -15.581024 0.0 0.0 0.0
H 1.553838 20.946628 -14.318112 0.1 -0.2 0.0
O 4.077093 20.987217 -17.203095 -0.1 0.3 -0.1
H 3.731762 21.831809 -17.510700 -0.1 0.0 0.0
H 4.591912 21.195837 -16.419992 0.0 -0.1 0.0
O 4.156107 14.119114 -11.617265 -0.2 0.0 -0.1
H 4.728869 13.644380 -12.225628 0.0 0.0 0.0
H 3.836323 14.879283 -12.136258 0.2 -0.2 0.2
O 4.774198 16.530080 -19.275517 0.1 0.0 0.0
H 4.468497 16.645862 -20.178814 0.0 0.0 0.0
H 4.548361 17.370444 -18.849448 -0.1 -0.1 -0.1
O 3.090885 18.883833 -18.727455 0.0 0.1 0.2
H 3.382292 19.581846 -18.110213 0.0 -0.3 -0.2
H 2.355650 18.448524 -18.284212 0.0 0.0 0.0
O 1.193918 16.902687 -11.651011 0.0 0.1 0.0
H 2.062552 16.832810 -12.077726 -0.1 0.0 0.0
H 1.256959 17.705047 -11.125799 0.0 0.0 0.0
O 7.133554 13.719107 -14.748753 -0.1 -0.2 0.0
H 6.429641 14.381087 -14.706141 0.2 0.1 0.0
H 7.413217 13.621094 -13.833991 0.0 0.1 0.0
O 7.424086 19.683319 -11.922976 -0.1 0.3 0.0
H 8.043012 20.013782 -12.579282 0.0 -0.1 0.0
H 6.601474 19.503363 -12.411531 0.1 -0.3 0.1
```
Positions in Å, forces in eV/Å.

Energy above the lowest of the compared OMol25 structures with the same formula, charge and spin: 0.000 eV
Largest force on an atom: 1.56 eV Å⁻¹
DFT total energy: -1802.59148 Ha
Lowest unoccupied orbital energy: 0.0665 Eh
Total charge: -1

=====

Density functional theory data (the ωB97M-V functional and the def2-TZVPD basis) for C3H7NO as an isolated structure.

The geometry in XYZ format:
```
12
Properties=species:S:1:pos:R:3:forces:R:3
C -0.600988 0.049138 -0.569915 3.3 -0.7 -0.2
C -0.352332 -0.142487 0.785757 -2.9 0.6 0.3
C 1.282445 -0.361785 -0.429186 -0.6 0.4 -1.4
O -2.336043 0.100450 0.682048 0.3 0.0 0.7
N 2.082098 0.608396 -0.452069 -0.2 -0.2 -0.1
H -2.647047 0.995639 0.883278 0.1 -0.2 0.2
H 3.034337 0.339212 -0.721688 -0.1 -0.1 0.3
H -0.596221 1.049484 -0.978569 -0.1 -0.1 0.0
H -0.973439 -0.773306 -1.165676 0.0 0.1 0.1
H -0.386818 -1.138843 1.205606 0.1 0.1 0.0
H -0.028577 0.687041 1.397984 0.1 -0.1 0.0
H 1.522585 -1.412939 -0.637570 0.0 0.1 0.1
```
Positions in Å, forces in eV/Å.

Energy above the lowest of the compared OMol25 structures with the same formula, charge and spin: 5.997 eV
Largest force on an atom: 3.35 eV Å⁻¹
DFT total energy: -248.30610 Ha
Lowest unoccupied orbital energy: 0.0041 Eh